A structure of composition C46H54Cl3IrN5OSi in a non-equilibrium geometry. Source: the OMol25 dataset; level of theory: ωB97M-V/def2-TZVPD.

The HOMO-LUMO gap (spin up / spin down) comes out at 6.779 / 4.548 eV. The HOMO energy (spin up / spin down) comes out at -7.1 / -7.1 eV. As for the expectation value of S²: 0.79. The LUMO energy (spin up / spin down) comes out at -0.37 / -2.60 eV.

Geometry as ORCA input:
```
! wB97M-V def2-TZVPD RIJCOSX def2/J DEFGRID3
* xyz 0 2
Ir -0.620 0.264 0.546
O 1.021 -0.039 1.884
C 1.225 0.156 3.166
C 2.193 -0.605 3.846
C 2.441 -0.440 5.188
C 1.703 0.487 5.932
C 0.761 1.242 5.280
C 0.534 1.106 3.903
C -0.354 2.001 3.205
N -0.676 1.997 1.910
C -1.454 3.127 1.687
C -1.612 3.792 2.845
N -0.905 3.078 3.789
H 2.719 -1.359 3.283
H 3.204 -1.037 5.672
H 1.867 0.605 6.995
H 0.178 1.950 5.860
H -1.825 3.387 0.715
H -2.135 4.704 3.072
H -0.876 3.284 4.770
C 4.688 -1.712 -1.511
C 3.890 -1.210 -0.302
C 4.428 -1.851 0.977
C 3.925 0.316 -0.186
C 5.169 0.911 -0.032
C 5.296 2.278 0.126
C 4.155 3.048 0.219
C 2.881 2.499 0.099
C 1.710 3.436 0.288
C 1.633 4.512 -0.802
C 1.830 4.102 1.663
C 2.768 1.130 -0.174
N 1.537 0.490 -0.614
C 1.722 0.015 -1.774
C 1.009 -1.015 -2.488
C 1.654 -1.426 -3.649
C 1.275 -2.547 -4.363
C 0.195 -3.298 -3.899
C -0.503 -2.883 -2.798
C -0.151 -1.708 -2.047
N -0.915 -1.333 -0.988
C -2.126 -2.138 -0.921
C -3.256 -1.703 -1.642
C -4.410 -2.469 -1.593
C -4.432 -3.685 -0.935
C -3.279 -4.149 -0.342
C -2.108 -3.394 -0.284
C -0.900 -4.145 0.330
C -1.245 -4.788 1.685
C 0.430 -3.396 0.519
C -3.240 -0.486 -2.554
C -4.569 0.270 -2.568
C -2.897 -0.883 -3.998
H 4.470 -2.767 -1.692
H 5.763 -1.618 -1.338
H 4.448 -1.154 -2.419
H 2.858 -1.541 -0.407
H 5.440 -1.509 1.200
H 4.447 -2.940 0.876
H 3.790 -1.591 1.814
H 6.058 0.291 -0.062
H 6.276 2.734 0.195
H 4.249 4.117 0.366
H 0.795 2.853 0.268
H 2.389 5.285 -0.637
H 0.651 4.989 -0.788
H 1.795 4.096 -1.798
H 2.696 4.767 1.698
H 1.953 3.355 2.447
H 0.942 4.697 1.875
H 2.620 0.337 -2.307
H 2.512 -0.856 -3.985
H 1.820 -2.845 -5.248
H -0.100 -4.203 -4.413
H -1.354 -3.460 -2.476
H -5.298 -2.127 -2.108
H -5.333 -4.285 -0.914
H -3.282 -5.143 0.083
H -0.713 -4.964 -0.375
H -1.180 -4.051 2.480
H -0.524 -5.578 1.903
H -2.241 -5.223 1.720
H 0.298 -2.450 1.044
H 0.945 -3.204 -0.420
H 1.089 -4.014 1.131
H -2.471 0.186 -2.193
H -5.332 -0.278 -3.129
H -4.427 1.236 -3.053
H -4.938 0.455 -1.560
H -3.616 -1.617 -4.374
H -1.899 -1.314 -4.087
H -2.938 -0.001 -4.641
C -4.079 1.391 0.848
C -3.197 1.976 -0.193
C -3.529 3.053 -0.961
C -2.474 3.249 -1.888
C -1.539 2.284 -1.646
C -0.329 2.061 -2.490
N -1.952 1.498 -0.567
H -5.107 1.703 0.665
H -3.803 1.725 1.839
H -4.035 0.301 0.847
H -4.443 3.620 -0.858
H -2.400 3.997 -2.664
H -0.306 2.816 -3.276
H -0.347 1.074 -2.964
H 0.585 2.130 -1.918
Cl -3.610 -1.943 1.949
Si -1.958 -0.750 2.286
Cl -0.825 -1.855 3.621
Cl -2.868 0.516 3.705
*
```

Atom charges from the Löwdin analysis, given in e for atoms 1 to 4: number 1, Ir, carries 1.22; number 2, O, carries -0.28; number 3, C, carries -0.45; number 4, C, carries -0.04